# 1
DFT (the ωB97M-V functional and the def2-TZVPD basis) results for 11 unconnected molecules or ions with the total composition C72H145N7O20.

The geometry in ORCA input format:
```
! wB97M-V def2-TZVPD RIJCOSX def2/J DEFGRID3
* xyz 0 1
C 1.849 -1.292 -6.866
C 0.940 -0.696 -5.645
C 1.418 -1.333 -4.315
C 1.182 0.834 -5.697
C 0.106 1.593 -5.004
C -1.319 1.255 -5.603
C -1.614 -0.218 -5.409
C -1.860 -0.500 -3.938
C -2.894 -0.442 -6.263
N -0.494 -0.990 -5.933
O -0.766 -2.343 -6.016
H 1.766 -2.377 -6.801
H 1.389 -0.931 -7.785
H 2.862 -0.890 -6.865
H 1.390 -2.420 -4.248
H 2.419 -0.966 -4.085
H 0.759 -1.004 -3.512
H 2.155 1.124 -5.300
H 1.339 1.096 -6.743
H 0.095 1.627 -3.914
H 0.231 2.634 -5.300
H -1.296 1.472 -6.671
H -1.984 1.978 -5.130
H -2.270 -1.484 -3.711
H -2.585 0.247 -3.615
H -1.011 -0.256 -3.300
H -2.722 -0.366 -7.336
H -3.680 0.234 -5.926
H -3.260 -1.467 -6.197
H -1.242 -2.566 -5.213
C -6.369 1.278 -3.945
C -6.796 0.719 -2.516
C -8.337 0.602 -2.542
C -6.373 -0.739 -2.373
C -4.899 -0.918 -2.060
C -4.572 -0.094 -0.904
C -4.959 1.468 -0.862
C -5.027 1.987 0.599
C -3.946 2.338 -1.702
N -6.376 1.628 -1.352
O -6.918 2.872 -1.420
H -6.366 0.489 -4.698
H -6.972 2.140 -4.231
H -5.306 1.521 -3.949
H -8.770 1.597 -2.640
H -8.735 0.131 -3.441
H -8.645 0.127 -1.611
H -6.958 -1.274 -1.624
H -6.473 -1.124 -3.388
H -4.730 -1.980 -1.883
H -4.419 -0.620 -2.992
H -3.482 -0.085 -0.921
H -4.788 -0.553 0.061
H -5.745 1.383 1.153
H -5.379 3.004 0.775
H -4.104 1.799 1.148
H -2.987 2.225 -1.197
H -4.299 3.352 -1.887
H -3.847 1.878 -2.685
H -7.602 2.745 -0.758
C -1.135 -4.490 2.560
C -2.036 -4.132 1.372
C -2.851 -2.933 1.833
C -1.083 -3.722 0.206
C -1.760 -3.717 -1.215
C -2.440 -5.046 -1.457
C -3.446 -5.582 -0.390
C -4.796 -4.811 -0.519
C -3.545 -7.114 -0.641
N -2.890 -5.365 1.006
O -3.670 -5.833 2.077
H -0.330 -3.805 2.826
H -1.656 -4.533 3.516
H -0.766 -5.512 2.473
H -2.274 -2.035 2.052
H -3.655 -2.594 1.180
H -3.312 -3.154 2.796
H -0.818 -2.665 0.186
H -0.206 -4.356 0.337
H -2.509 -2.944 -1.385
H -1.120 -3.531 -2.078
H -1.758 -5.816 -1.819
H -3.046 -4.789 -2.326
H -5.172 -4.694 -1.535
H -4.729 -3.743 -0.314
H -5.582 -5.067 0.191
H -4.384 -7.550 -0.099
H -2.601 -7.648 -0.528
H -3.847 -7.315 -1.669
H -4.238 -5.063 2.152
C -3.930 5.396 3.278
C -2.528 5.439 3.944
C -2.320 6.830 4.616
C -2.286 4.331 5.002
C -1.940 2.906 4.476
C -0.755 3.082 3.411
C -1.022 4.121 2.321
C 0.364 4.204 1.641
C -2.021 3.669 1.335
N -1.374 5.413 2.930
O -1.456 6.580 2.103
H -3.942 5.645 2.217
H -4.392 4.414 3.387
H -4.615 6.059 3.806
H -3.048 6.901 5.424
H -1.373 6.866 5.154
H -2.352 7.743 4.021
H -1.485 4.541 5.711
H -3.208 4.246 5.576
H -1.578 2.412 5.378
H -2.793 2.450 3.973
H -0.485 2.070 3.108
H 0.050 3.458 4.041
H 1.160 4.362 2.369
H 0.444 5.145 1.097
H 0.671 3.442 0.925
H -2.102 4.254 0.419
H -2.983 3.624 1.844
H -1.768 2.689 0.930
H -0.533 6.842 2.096
C 6.802 4.988 -2.042
C 6.578 4.152 -0.636
C 7.776 4.333 0.359
C 5.381 4.886 0.077
C 4.005 4.356 -0.408
C 3.910 2.871 -0.029
C 5.004 2.013 -0.797
C 5.169 0.709 0.000
C 4.500 1.812 -2.257
N 6.379 2.706 -0.898
O 7.213 2.093 -1.702
H 7.835 4.831 -2.352
H 6.098 4.599 -2.778
H 6.675 6.041 -1.791
H 8.794 4.255 -0.021
H 7.801 5.316 0.830
H 7.692 3.596 1.157
H 5.443 4.864 1.165
H 5.365 5.971 -0.022
H 3.355 4.958 0.227
H 3.851 4.554 -1.469
H 2.933 2.485 -0.319
H 3.853 2.751 1.053
H 6.114 0.279 -0.332
H 4.326 0.022 -0.081
H 5.322 0.875 1.066
H 4.376 2.729 -2.833
H 3.497 1.386 -2.271
H 5.116 1.147 -2.863
H 6.930 2.397 -2.568
C 2.675 -1.253 5.884
C 2.753 0.298 5.906
C 1.298 0.689 5.712
C 3.232 0.732 7.361
C 3.641 2.201 7.439
C 4.649 2.557 6.357
C 4.376 2.017 4.900
C 3.363 2.994 4.314
C 5.783 1.967 4.137
N 3.821 0.658 4.892
O 3.567 0.262 3.591
H 3.645 -1.734 5.754
H 2.273 -1.700 6.794
H 1.979 -1.673 5.158
H 1.096 0.179 4.770
H 0.704 0.364 6.566
H 1.120 1.749 5.533
H 2.388 0.688 8.049
H 4.014 0.035 7.661
H 2.823 2.912 7.322
H 4.094 2.377 8.414
H 5.652 2.237 6.642
H 4.641 3.645 6.407
H 3.909 3.932 4.221
H 2.470 3.297 4.861
H 3.062 2.708 3.307
H 6.467 1.182 4.458
H 6.278 2.936 4.081
H 5.674 1.677 3.091
H 4.234 -0.405 3.410
C -3.460 -5.599 -6.199
O -2.170 -5.803 -5.651
C -1.938 -7.034 -5.032
C -0.368 -7.146 -4.959
N 0.067 -6.519 -3.689
C 1.525 -6.578 -3.614
C 2.083 -5.927 -2.389
O 1.945 -4.540 -2.662
C 2.246 -3.704 -1.573
H -3.550 -4.649 -6.727
H -4.238 -5.467 -5.448
H -3.789 -6.348 -6.919
H -2.369 -7.905 -5.527
H -2.326 -6.992 -4.014
H 0.083 -6.651 -5.818
H -0.076 -8.195 -5.008
H -0.218 -5.580 -3.448
H 1.964 -6.138 -4.509
H 1.903 -7.598 -3.681
H 3.153 -6.076 -2.248
H 1.480 -6.309 -1.565
H 2.180 -2.637 -1.787
H 3.266 -3.869 -1.227
H 1.480 -3.802 -0.803
O 0.830 5.549 -5.237
C 0.450 5.189 -4.134
O -0.684 4.536 -3.861
C -0.756 4.236 -2.447
C 0.544 4.737 -1.826
O 1.146 5.268 -3.049
H -1.635 4.769 -2.085
H -0.900 3.168 -2.284
H 1.218 4.065 -1.294
H 0.395 5.627 -1.215
O -0.357 1.254 -1.251
C 0.041 0.481 -0.374
O -0.422 0.477 0.821
C 0.410 -0.398 1.714
C 1.577 -0.782 0.767
O 1.238 -0.154 -0.439
H 0.610 0.165 2.625
H -0.111 -1.252 2.147
H 1.687 -1.838 0.520
H 2.503 -0.402 1.199
O -1.367 -0.643 4.512
C -1.473 -1.670 5.128
O -0.522 -2.637 5.360
C -1.062 -3.569 6.335
C -2.545 -3.382 6.118
O -2.644 -2.033 5.687
H -0.796 -4.598 6.096
H -0.778 -3.367 7.368
H -3.189 -3.649 6.956
H -2.842 -3.946 5.234
O 3.013 -2.737 2.953
C 4.199 -2.757 2.543
O 4.561 -2.297 1.320
C 5.827 -2.816 1.028
C 6.378 -2.983 2.469
O 5.264 -3.346 3.217
H 5.723 -3.731 0.445
H 6.487 -2.134 0.492
H 6.773 -2.058 2.889
H 7.095 -3.804 2.466
*
```

- Strongest force on any atom: 6.8 eV Å⁻¹
- HOMO: -7.46 eV
- Gap between HOMO and LUMO: 7.7 eV

# 2
DFT (the ωB97M-V functional and the def2-TZVPD basis) results for a gas-phase ion, C3H7NOS2 (charge -1).

The geometry in ORCA input format:
```
! wB97M-V def2-TZVPD RIJCOSX def2/J DEFGRID3
* xyz -1 2
N 1.087 -0.800 0.676
C 0.537 0.533 0.416
C 1.348 1.368 -0.532
O 0.950 2.546 -0.850
C -0.859 0.415 -0.173
S -2.135 -0.260 1.023
S -2.641 -2.122 0.203
H 0.581 -1.487 0.131
H 2.062 -0.865 0.401
H 0.402 1.061 1.379
H 2.203 0.853 -0.996
H -1.215 1.422 -0.385
H -0.907 -0.217 -1.059
H -1.414 -2.446 -0.233
*
```

- ΔE to the lowest compared entry with this formula, charge and spin: 0.949 eV
- Strongest force on any atom: 0.7 eV Å⁻¹
- HOMO (alpha / beta): -0.27 / -3.73 eV
- <S²>: 0.754
- Gap between HOMO and LUMO (alpha / beta): 3.2 / 6.6 eV

# 3
DFT (the ωB97M-V functional and the def2-TZVPD basis) results for a molecular structure, C7H10.

The geometry in ORCA input format:
```
! wB97M-V def2-TZVPD RIJCOSX def2/J DEFGRID3
* xyz 0 1
C -1.310 -0.707 -0.811
C 0.194 -0.476 -1.097
C 0.345 1.037 -0.916
C 0.000 1.021 0.577
C 1.144 0.145 1.155
C 0.452 -0.963 0.388
C -0.881 -0.312 0.641
H -2.052 0.052 -0.722
H -1.589 -1.764 -0.920
H 0.748 -0.944 -1.920
H -0.363 1.591 -1.540
H 1.357 1.411 -1.104
H -0.274 1.974 1.048
H 2.171 0.399 0.892
H 1.038 -0.016 2.232
H 0.515 -2.036 0.549
H -1.493 -0.412 1.548
*
```

- ΔE to the lowest compared entry with this formula, charge and spin: 2.854 eV
- Strongest force on any atom: 3.2 eV Å⁻¹
- HOMO: -9.22 eV
- Gap between HOMO and LUMO: 10.4 eV

# 4
DFT (the ωB97M-V functional and the def2-TZVPD basis) results for 3 unconnected molecules or ions with the total composition C41H26BFO9.

The geometry in ORCA input format:
```
! wB97M-V def2-TZVPD RIJCOSX def2/J DEFGRID3
* xyz 0 1
C 0.530 -0.333 -0.769
O 1.167 -0.642 0.485
B 2.480 -1.102 0.251
O 2.716 -2.441 0.427
C 3.561 -0.014 -0.149
C 4.247 -0.209 -1.339
C 5.185 0.714 -1.746
C 5.474 1.798 -0.965
C 4.823 1.995 0.261
C 3.849 1.084 0.643
C 3.080 1.268 1.943
C 3.926 0.594 3.040
O 4.361 -0.510 2.847
F 4.186 1.267 4.167
C 5.234 3.187 1.078
O 4.821 3.435 2.193
C 6.262 4.129 0.509
C 6.873 3.934 -0.649
C 6.523 2.752 -1.491
O 7.056 2.594 -2.568
H 0.878 0.624 -1.182
H -0.540 -0.221 -0.569
H 0.684 -1.140 -1.500
H 3.553 -2.715 0.035
H 4.026 -1.094 -1.931
H 5.714 0.551 -2.681
H 2.892 2.318 2.172
H 2.096 0.793 1.898
H 6.534 4.991 1.115
H 7.632 4.630 -0.998
O -2.010 4.746 5.724
C -2.128 4.143 4.677
C -1.297 2.942 4.393
C -0.391 2.496 5.349
C 0.360 1.357 5.111
C 0.207 0.657 3.918
C -0.681 1.106 2.956
C -1.432 2.252 3.186
C -2.370 2.732 2.136
O -2.446 2.163 1.066
C -3.215 3.921 2.428
C -4.122 4.363 1.473
C -4.938 5.449 1.744
C -4.851 6.098 2.972
C -3.939 5.670 3.922
C -3.114 4.584 3.653
H -0.277 3.038 6.278
H 1.064 1.009 5.857
H 0.786 -0.241 3.737
H -0.793 0.562 2.027
H -4.194 3.856 0.520
H -5.647 5.790 1.001
H -5.496 6.941 3.186
H -3.870 6.177 4.875
O -0.271 -4.601 -4.698
C -1.380 -4.662 -4.206
C -2.582 -4.854 -5.062
C -2.427 -4.985 -6.437
C -3.534 -5.203 -7.240
C -4.802 -5.291 -6.673
C -4.963 -5.145 -5.306
C -3.857 -4.920 -4.496
C -4.047 -4.746 -3.030
O -5.160 -4.750 -2.545
C -2.844 -4.575 -2.172
C -2.998 -4.447 -0.797
C -1.883 -4.319 0.015
C -0.608 -4.318 -0.542
C -0.451 -4.433 -1.913
C -1.565 -4.555 -2.734
H -1.441 -4.922 -6.877
H -3.411 -5.309 -8.310
H -5.664 -5.473 -7.301
H -5.950 -5.209 -4.866
H -3.988 -4.452 -0.362
H -2.005 -4.222 1.087
H 0.261 -4.225 0.096
H 0.541 -4.431 -2.346
*
```

- Strongest force on any atom: 1.8 eV Å⁻¹
- HOMO: -9.85 eV
- Gap between HOMO and LUMO: 8.5 eV